(1)
A cluster of 6 separate species, CH13O5S in total, computed with ωB97M-V/def2-TZVPD.

CARTESIAN COORDINATES (ANGSTROEM)
C: 1.22233 0.23559 1.43739
S: 1.88464 1.86602 0.73253
H: 0.69416 -0.22657 0.60158
H: 1.93442 -0.32660 1.99653
H: 0.41648 0.63820 2.06717
H: 0.87868 1.26465 -2.03833
H: 2.21135 0.84846 -1.49430
O: 1.48834 0.49686 -2.04433
H: 0.99395 -1.36518 -1.54398
H: -0.10451 -1.92543 -0.62208
O: 0.56602 -2.19379 -1.25468
H: -1.31521 -1.35204 1.63411
H: 0.07511 -1.71135 2.20544
O: -0.81843 -2.04873 2.07875
H: -2.17429 0.17301 -0.02618
H: -3.39920 -0.74890 0.04055
O: -2.75438 -0.28851 0.58517
H: -0.54342 2.97942 -1.47927
H: -0.62427 1.59359 -1.02220
O: -0.63177 2.09131 -1.85387

Values from the calculation:
HOMO-LUMO gap, Ha: 0.2224
HOMO energy, eV: -3.14
Charge: -1
LUMO energy, Eh: 0.1071
Relative energy (zero: lowest compared OMol25 entry of this formula, charge and spin), kcal/mol: 31.92

Electronic structure analysis, Löwdin charges in units of e: number 1, C, carries -0.63; number 2, S, carries 0.10; number 3, H, carries -0.04; number 4, H, carries -0.01; number 5, H, carries -0.02; number 6, H, carries -0.03; number 7, H, carries -0.05; number 8, O, carries -0.16; number 9, H, carries 0.00; number 10, H, carries -0.01; number 11, O, carries -0.09; number 12, H, carries -0.02; number 13, H, carries 0.00; number 14, O, carries -0.08; number 15, H, carries 0.03; number 16, H, carries 0.05; number 17, O, carries -0.04; number 18, H, carries 0.06; number 19, H, carries 0.01; number 20, O, carries -0.09

---

(2)
A cluster of 6 separate species, CH13O5S in total, computed with ωB97M-V/def2-TZVPD.

CARTESIAN COORDINATES (ANGSTROEM)
C: -1.90216 1.90880 2.10124
S: -0.70125 2.04762 0.70950
H: -2.86151 1.65103 1.65105
H: -2.04040 2.83628 2.65988
H: -1.59809 1.12309 2.81142
H: 0.01914 1.16313 -1.26260
H: -0.22588 0.81402 -2.75423
O: 0.39615 0.67726 -2.03434
H: -0.78376 -1.59879 0.52728
H: -1.69310 -0.59976 1.02911
O: -1.74975 -1.42433 0.50794
H: 1.68956 -0.31763 1.70309
H: 0.34556 0.18978 1.07252
O: 1.14596 -0.42547 0.91336
H: 0.04666 -1.79912 -1.86723
H: 1.29838 -2.53169 -1.48288
O: 0.72706 -2.37660 -2.24343
H: 2.14178 -0.36314 -1.94716
H: 2.74194 -0.57344 -0.58991
O: 3.00371 -0.40106 -1.50460

Values from the calculation:
HOMO-LUMO gap, Ha: 0.2641
HOMO energy, eV: -3.68
Charge: -1
LUMO energy, Eh: 0.1289
Relative energy (zero: lowest compared OMol25 entry of this formula, charge and spin), kcal/mol: 19.04

Electronic structure analysis, Löwdin charges in units of e: number 1, C, carries -0.64; number 2, S, carries 0.29; number 3, H, carries -0.01; number 4, H, carries -0.01; number 5, H, carries 0.00; number 6, H, carries -0.08; number 7, H, carries 0.04; number 8, O, carries -0.11; number 9, H, carries 0.01; number 10, H, carries -0.01; number 11, O, carries -0.10; number 12, H, carries 0.03; number 13, H, carries -0.09; number 14, O, carries -0.16; number 15, H, carries 0.02; number 16, H, carries 0.03; number 17, O, carries -0.07; number 18, H, carries -0.02; number 19, H, carries -0.01; number 20, O, carries -0.10

---

(3)
A structure of composition CH14N2O6Pt, computed with ωB97M-V/def2-TZVPD.

CARTESIAN COORDINATES (ANGSTROEM)
Pt: 16.93455 -9.49164 -9.78590
C: 17.52692 -12.90020 -9.62821
O: 17.49479 -11.64280 -9.63777
N: 16.79726 -13.64173 -10.48730
N: 18.33464 -13.57011 -8.77622
H: 16.98873 -14.61783 -10.62841
H: 16.12657 -13.19824 -11.08360
H: 18.13891 -14.55086 -8.67347
H: 19.02422 -13.07015 -8.25203
O: 14.79872 -9.19677 -8.88159
H: 14.04492 -9.01522 -9.46140
H: 14.40916 -9.50750 -8.04964
O: 16.22748 -10.13963 -11.77830
H: 16.76334 -10.61253 -12.43163
H: 15.30737 -10.23534 -12.06398
O: 18.89784 -9.22340 -10.73703
H: 19.54538 -9.93499 -10.86059
H: 19.30886 -8.42296 -11.09462
O: 17.66108 -9.45263 -7.63144
H: 17.12921 -8.96835 -6.98227
H: 18.57182 -9.39822 -7.30526
O: 16.78057 -7.24104 -10.03580
H: 15.89680 -6.84913 -9.97523
H: 17.32096 -6.58340 -10.49777

Values from the calculation:
Multiplicity: 3
HOMO-LUMO gap (alpha / beta), Ha: 0.3724 / 0.3408
HOMO energy (alpha / beta), eV: -16.80 / -16.82
Charge: +2
LUMO energy (alpha / beta), Eh: -0.2451 / -0.2774

Electronic structure analysis, Löwdin charges in units of e: number 1, Pt, carries 1.32; number 2, C, carries -0.59; number 3, O, carries -0.14; number 4, N, carries 0.20; number 5, N, carries 0.21; number 6, H, carries 0.13; number 7, H, carries 0.11; number 8, H, carries 0.13; number 9, H, carries 0.12; number 10, O, carries -0.09; number 11, H, carries 0.09; number 12, H, carries 0.10; number 13, O, carries -0.10; number 14, H, carries 0.10; number 15, H, carries 0.10; number 16, O, carries -0.10; number 17, H, carries 0.10; number 18, H, carries 0.10; number 19, O, carries -0.09; number 20, H, carries 0.09; number 21, H, carries 0.10; number 22, O, carries -0.09; number 23, H, carries 0.09; number 24, H, carries 0.10

---

(4)
A cluster of 5 separate species, CH14NO4 in total, computed with ωB97M-V/def2-TZVPD.

CARTESIAN COORDINATES (ANGSTROEM)
C: -0.45670 -0.61532 -0.80178
N: -1.00283 -0.48319 0.57163
H: -0.21710 0.42556 -0.90507
H: -1.39962 -0.78709 -1.38795
H: 0.24221 -1.44899 -0.87629
H: -0.28135 -0.04873 1.15997
H: -1.75693 0.26441 0.65113
H: -1.12025 -1.43038 1.13374
H: 1.13916 -3.69687 0.01291
H: 2.36680 -3.22021 0.86754
O: 1.48668 -2.90990 0.52732
H: 0.33954 -0.58656 -4.61358
H: 1.28590 0.57004 -4.25188
O: 1.16739 -0.31401 -4.09245
H: -2.30589 1.41103 3.59050
H: -2.45029 2.85573 3.10013
O: -1.90010 2.08157 2.95783
H: 0.35697 2.56512 1.45543
H: 1.31218 2.73582 0.30491
O: 0.77712 2.07551 0.67828

Values from the calculation:
Multiplicity: 2
HOMO-LUMO gap (alpha / beta), Ha: 0.1342 / 0.4396
HOMO energy (alpha / beta), eV: -2.94 / -11.45
Charge: 0
LUMO energy (alpha / beta), Eh: 0.0260 / 0.0190
Relative energy (zero: lowest compared OMol25 entry of this formula, charge and spin), kcal/mol: 26.31

Electronic structure analysis, Löwdin charges in units of e: number 1, C, carries -0.17; number 2, N, carries -0.03; number 3, H, carries 0.05; number 4, H, carries 0.08; number 5, H, carries 0.06; number 6, H, carries 0.06; number 7, H, carries 0.08; number 8, H, carries 0.06; number 9, H, carries 0.06; number 10, H, carries 0.05; number 11, O, carries -0.15; number 12, H, carries 0.09; number 13, H, carries -0.03; number 14, O, carries -0.05; number 15, H, carries 0.05; number 16, H, carries 0.01; number 17, O, carries -0.17; number 18, H, carries 0.07; number 19, H, carries 0.00; number 20, O, carries -0.09

---

(5)
A cluster of 5 separate species, CH14NO4 in total, computed with ωB97M-V/def2-TZVPD.

CARTESIAN COORDINATES (ANGSTROEM)
C: -0.44945 -2.57741 -0.76666
N: -0.49428 -1.05889 -0.74756
H: -0.05515 -2.91130 -1.72970
H: -1.43732 -3.05248 -0.65335
H: 0.09934 -2.91832 0.10255
H: 0.43933 -0.72829 -1.11365
H: -1.30736 -0.83225 -1.31498
H: -0.74117 -0.75447 0.21440
H: -0.34953 2.62139 -3.34239
H: 0.22474 2.32403 -1.95708
O: 0.44297 2.30382 -2.89507
H: -0.30699 1.80013 4.91693
H: 0.86902 2.56805 4.20266
O: 0.01220 2.16844 4.09894
H: -0.47100 0.80823 2.38110
H: -1.72201 0.05023 2.26073
O: -0.89296 0.17422 1.78338
H: 1.55146 0.63826 -1.76123
H: 2.74241 -0.34529 -2.01203
O: 1.84573 -0.27810 -1.66696

Values from the calculation:
HOMO-LUMO gap, Ha: 0.4361
HOMO energy, eV: -14.87
Charge: +1
LUMO energy, Eh: -0.1102
Relative energy (zero: lowest compared OMol25 entry of this formula, charge and spin), kcal/mol: 21.93

Electronic structure analysis, Löwdin charges in units of e: number 1, C, carries -0.02; number 2, N, carries 0.13; number 3, H, carries 0.10; number 4, H, carries 0.10; number 5, H, carries 0.10; number 6, H, carries 0.07; number 7, H, carries 0.16; number 8, H, carries 0.10; number 9, H, carries 0.06; number 10, H, carries 0.03; number 11, O, carries -0.04; number 12, H, carries 0.05; number 13, H, carries 0.04; number 14, O, carries -0.03; number 15, H, carries 0.03; number 16, H, carries 0.07; number 17, O, carries -0.05; number 18, H, carries 0.04; number 19, H, carries 0.10; number 20, O, carries -0.02

---

(6)
A cluster of 2 separate species, CH14NSi4 in total, computed with ωB97M-V/def2-TZVPD.

CARTESIAN COORDINATES (ANGSTROEM)
C: 0.31035 0.57920 0.21787
N: 1.94662 2.15052 -0.84715
Si: 0.95016 -2.52981 1.67093
Si: -3.29211 -0.26333 -0.24726
Si: 1.41272 -0.91274 -0.09066
Si: -1.27122 1.12699 -0.63618
H: 0.50731 1.00971 1.19544
H: 1.36287 2.95946 -0.47712
H: 2.87861 2.26719 -0.50833
H: 2.04378 1.82279 -1.84748
H: 2.16183 -2.73869 2.53492
H: 0.32530 -3.79552 1.18224
H: 0.06773 -1.69451 2.53297
H: -2.69719 -1.32959 0.68357
H: -4.28248 0.78330 0.21155
H: -3.66514 -1.12199 -1.38405
H: 2.95966 -0.99539 -0.25282
H: 0.80492 -1.00666 -1.57385
H: -0.73548 1.21977 -2.11032
H: -1.78824 2.46930 -0.25427

Values from the calculation:
HOMO-LUMO gap, Ha: 0.2720
HOMO energy, eV: -13.69
Charge: +1
LUMO energy, Eh: -0.2312
Relative energy (zero: lowest compared OMol25 entry of this formula, charge and spin), kcal/mol: 83.72

Electronic structure analysis, Löwdin charges in units of e: number 1, C, carries -0.44; number 2, N, carries 0.07; number 3, Si, carries 0.50; number 4, Si, carries 0.54; number 5, Si, carries 0.42; number 6, Si, carries 0.44; number 7, H, carries 0.01; number 8, H, carries 0.10; number 9, H, carries 0.04; number 10, H, carries 0.10; number 11, H, carries -0.10; number 12, H, carries -0.10; number 13, H, carries -0.12; number 14, H, carries -0.11; number 15, H, carries -0.08; number 16, H, carries -0.11; number 17, H, carries -0.05; number 18, H, carries -0.03; number 19, H, carries -0.03; number 20, H, carries -0.07

---

(7)
A cluster of 6 separate species, CH14O6 in total, computed with ωB97M-V/def2-TZVPD.

CARTESIAN COORDINATES (ANGSTROEM)
C: 0.97548 0.79742 1.52831
O: -0.04647 0.74686 0.67434
H: 1.84946 0.37510 1.09345
H: 0.87539 0.30996 2.52275
H: 1.12546 1.87723 1.79086
H: -0.92323 0.33862 1.04054
O: 0.06566 -2.40582 0.95983
H: 0.61207 -2.80285 1.64376
H: 0.61737 -2.00533 0.28554
O: 1.69643 -1.69442 -1.32806
H: 1.78631 -1.19034 -2.10874
H: 2.39208 -1.32248 -0.81484
O: 0.38684 -0.23859 -3.00085
H: 0.38915 0.72992 -2.56718
H: 0.20121 0.11535 -3.89850
O: -2.45048 0.48002 2.71614
H: -2.22157 -0.28486 3.31371
H: -3.39342 0.46818 2.46976
O: -0.70921 2.32511 -1.50522
H: -0.09782 3.05331 -1.41769
H: -0.60754 1.84841 -0.65267

Values from the calculation:
HOMO-LUMO gap, Ha: 0.3968
HOMO energy, eV: -10.32
Charge: 0
LUMO energy, Eh: 0.0177
SMILES: CO.O.O.O.O.O
Relative energy (zero: lowest compared OMol25 entry of this formula, charge and spin), kcal/mol: 32.15

Electronic structure analysis, Löwdin charges in units of e: number 1, C, carries -0.23; number 2, O, carries -0.16; number 3, H, carries 0.06; number 4, H, carries 0.09; number 5, H, carries 0.10; number 6, H, carries 0.14; number 7, O, carries -0.06; number 8, H, carries 0.03; number 9, H, carries -0.02; number 10, O, carries -0.03; number 11, H, carries -0.01; number 12, H, carries 0.03; number 13, O, carries -0.12; number 14, H, carries 0.09; number 15, H, carries 0.05; number 16, O, carries -0.08; number 17, H, carries 0.08; number 18, H, carries 0.05; number 19, O, carries -0.07; number 20, H, carries 0.03; number 21, H, carries 0.01

---

(8)
A structure of composition CH15B3NO2Tl, computed with ωB97M-V/def2-TZVPD.

CARTESIAN COORDINATES (ANGSTROEM)
Tl: -1.11386 -1.10783 0.16271
B: 1.06151 -1.34558 -1.87303
H: 1.48523 -1.11880 -0.90696
H: 1.78394 -1.45837 -2.66652
H: 0.53487 -2.28193 -1.77236
H: 0.32341 -0.57482 -2.03227
B: 0.39421 -0.54079 2.66863
H: 1.06950 -0.61878 1.83069
H: 0.89791 -0.39107 3.61103
H: -0.20130 0.30770 2.36918
H: -0.23147 -1.41864 2.71479
B: -3.97889 -1.37828 -0.54935
H: -3.57741 -0.38694 -0.40681
H: -5.02302 -1.35539 -0.82045
H: -3.34365 -1.80433 -1.31038
H: -3.86148 -1.83540 0.42096
C: 2.11834 3.00858 -0.51901
N: 1.76143 1.76483 0.22609
O: 0.78707 1.09822 -0.10856
O: 2.59090 1.36817 1.01517
H: 1.24589 3.64284 -0.67602
H: 2.56360 2.74803 -1.47919
H: 2.71329 3.67857 0.10167

Values from the calculation:
HOMO-LUMO gap, Ha: 0.1630
HOMO energy, eV: -10.92
Charge: 0
LUMO energy, Eh: -0.2382
Relative energy (zero: lowest compared OMol25 entry of this formula, charge and spin), kcal/mol: 129.38

Electronic structure analysis, Löwdin charges in units of e: number 1, Tl, carries 1.44; number 2, B, carries -0.31; number 3, H, carries -0.08; number 4, H, carries 0.03; number 5, H, carries -0.04; number 6, H, carries -0.06; number 7, B, carries -0.32; number 8, H, carries -0.09; number 9, H, carries 0.04; number 10, H, carries -0.06; number 11, H, carries -0.05; number 12, B, carries -0.33; number 13, H, carries -0.09; number 14, H, carries 0.02; number 15, H, carries -0.07; number 16, H, carries -0.06; number 17, C, carries 0.06; number 18, N, carries -0.39; number 19, O, carries -0.05; number 20, O, carries 0.10; number 21, H, carries 0.10; number 22, H, carries 0.11; number 23, H, carries 0.10